Density functional theory data (ωB97M-V with the def2-TZVPD basis set) for C16H30AuClN5O3PS as an isolated structure.

XYZ file:
```
58
C16H30AuClN5O3PS, DFT ωB97M-V with the def2-TZVPD basis set
Au 1.17377 -1.08379 -0.50216
Cl 7.24877 -0.97789 3.70974
C 6.02067 -1.15319 2.53914
C 6.34947 -1.22599 1.16854
C 5.36177 -1.29279 0.23334
C 3.97037 -1.30899 0.58354
O 3.14437 -1.34849 -0.37796
C 3.65367 -1.29849 1.98744
C 2.30947 -1.36439 2.49144
O 1.24597 -1.39549 1.88824
C 4.69007 -1.21169 2.92494
H 7.38987 -1.21439 0.87274
H 5.57237 -1.34299 -0.82376
H 2.27187 -1.39409 3.59374
H 4.44217 -1.17869 3.97614
C -2.13483 -0.00749 1.69864
N -2.51463 -1.19259 0.94494
C -2.30193 -2.42689 1.69124
P -2.17693 -1.18829 -0.67676
O -0.75023 -1.14469 -1.14066
N -2.89243 -2.57549 -1.27916
C -2.32243 -3.27309 -2.40806
C -4.29693 -2.81209 -1.03236
N -2.89853 0.20821 -1.26076
C -2.42633 0.74931 -2.51826
C -4.26713 0.54391 -0.93816
H -2.76253 0.05421 2.58854
H -2.28943 0.88141 1.08944
H -1.08923 -0.05219 2.01724
H -2.95683 -2.42169 2.56344
H -1.26883 -2.51859 2.03484
H -2.54323 -3.28699 1.07184
H -1.24253 -3.13919 -2.41306
H -2.72843 -2.92259 -3.36366
H -2.55073 -4.33819 -2.32716
H -4.60733 -2.27989 -0.13476
H -4.46573 -3.88239 -0.88516
H -4.91823 -2.49379 -1.87656
H -1.37133 0.51211 -2.64346
H -2.55383 1.83371 -2.51016
H -2.98263 0.35521 -3.37476
H -4.54753 0.09191 0.01054
H -4.96193 0.21771 -1.71846
H -4.35253 1.63031 -0.85246
C -0.20513 4.79941 0.62424
N 0.32557 3.44961 0.57954
C 1.32697 3.05011 -0.20276
S 2.04557 1.51261 0.12764
N 1.78547 3.82781 -1.16526
C 2.92807 3.54581 -1.99856
H -1.05733 4.81541 1.29834
H -0.54043 5.12021 -0.36356
H 0.54397 5.50481 0.99514
H 0.10347 2.84481 1.35734
H 1.40807 4.76441 -1.24246
H 3.08717 2.47231 -2.06516
H 3.82267 4.00811 -1.57446
H 2.75637 3.95391 -2.99186
```

Values from the calculation:
- frontier orbital gap (spin up / spin down) (eV) = 3.69 / 3.59
- total charge = +2


Density functional theory data (ωB97M-V with the def2-TZVPD basis set) for C16H30BiN8O4S as an isolated structure.

XYZ file:
```
60
C16H30BiN8O4S, DFT ωB97M-V with the def2-TZVPD basis set
Bi -0.75535 -0.77531 1.40870
C 1.69921 -1.76373 5.15933
C 2.32785 -1.53680 3.83230
N 1.70494 -1.22066 2.71738
C 2.67096 -1.10600 1.75177
C 3.90574 -1.36085 2.29163
N 3.65943 -1.62674 3.60624
C 5.32460 -1.40814 1.83253
O 5.56303 -1.12771 0.56570
O 6.18444 -1.65481 2.63648
C 2.29274 -0.75336 0.37919
O 3.17030 -0.61280 -0.50088
O 1.05102 -0.60405 0.11018
H 0.61967 -1.68657 5.06285
H 2.03976 -1.02341 5.88356
H 1.94565 -2.75329 5.54414
H 4.39778 -1.85327 4.25886
H 4.72238 -0.93687 0.08064
C -2.85550 6.25392 -0.89799
C -1.54815 5.61940 -1.17739
N -0.69635 5.97944 -2.08701
N 0.33582 5.09163 -1.95926
C 0.15325 4.19484 -0.98647
S 1.11110 2.90788 -0.47635
N -1.05441 4.54430 -0.47301
N -1.72946 3.84374 0.52277
H -3.03860 7.02179 -1.64414
H -2.86202 6.71018 0.09184
H -3.65043 5.50970 -0.92825
H 1.14794 5.16933 -2.54656
H -1.44196 4.22067 1.42206
H -1.35703 2.89796 0.47601
N 1.93391 0.59322 -2.61494
C 0.71641 -0.10745 -3.10964
C -0.11289 0.80749 -3.99573
N -1.28018 0.07264 -4.44700
H 2.46338 0.02037 -1.90244
H 1.66832 1.46061 -2.11086
H 2.56393 0.84267 -3.37529
H 0.16219 -0.41674 -2.22712
H 1.02026 -0.99862 -3.65485
H 0.47561 1.09644 -4.87070
H -0.34357 1.73061 -3.44396
H -2.00025 0.03224 -3.73574
H -1.68569 0.48129 -5.27714
C -3.18214 -3.46952 -0.76602
C -2.51752 -3.25928 0.60349
C -2.17041 -4.62929 1.20702
C -3.48225 -2.51979 1.53290
C -1.25388 -2.47285 0.40186
H -4.08485 -4.07299 -0.65501
H -2.50921 -3.98944 -1.44933
H -3.45732 -2.51580 -1.21637
H -3.07498 -5.23084 1.31748
H -1.70825 -4.51516 2.18843
H -1.47728 -5.17367 0.56445
H -4.40675 -3.08167 1.66940
H -3.75391 -1.54077 1.12239
H -3.04346 -2.38523 2.52841
H -0.49758 -2.91886 -0.24054
```

Values from the calculation:
- energy above the lowest of the compared OMol25 structures with the same formula, charge and spin (kJ/mol) = 2.3
- frontier orbital gap (eV) = 7.82
- total charge = +1


Number 1: molar mass 635.9 g mol⁻¹. Number 2: molar mass 639.5 g mol⁻¹.